No. 1
Entry from the OMol25 dataset: a structure of composition C19H46N3O13SZn2 (the ωB97M-V functional and the def2-TZVPD basis).

Properties
- maximum force (hartree/bohr) = 0.181
- E_tot (eV) = -159163.5050
- LUMO energy (eV) = -13.400
- energy above the lowest of the compared OMol25 structures with the same formula, charge and spin (kcal per mole) = 274.3
- total charge = +3
- gap between HOMO and LUMO (eV) = 1.652
- M (g mol⁻¹) = 687.432

The geometry in XYZ format:
```
84
C19H46N3O13SZn2 the ωB97M-V functional and the def2-TZVPD basis
C -4.25 0.89 -0.66
C -5.00 -0.14 0.06
C -6.40 0.49 0.41
C -7.52 -0.49 0.44
C -7.68 -1.37 -0.77
C -6.42 -2.20 -1.12
N -5.16 -1.25 -1.03
O -4.13 -1.83 -1.76
C -6.59 -2.60 -2.61
C -6.28 -3.49 -0.24
C -4.32 -0.83 1.31
H -4.71 1.35 -1.54
H -3.26 0.55 -0.94
H -4.04 1.70 0.04
H -6.65 1.32 -0.25
H -6.26 0.84 1.44
H -8.38 0.11 0.73
H -7.36 -1.24 1.21
H -7.75 -0.69 -1.61
H -8.54 -2.04 -0.77
H -7.53 -3.14 -2.70
H -5.82 -3.32 -2.89
H -6.60 -1.77 -3.31
H -5.56 -4.21 -0.62
H -7.31 -3.82 -0.39
H -6.10 -3.32 0.83
H -4.21 -0.25 2.23
H -3.31 -1.25 1.22
H -4.96 -1.58 1.77
Zn 3.47 3.77 -0.95
Zn 0.47 -2.11 -5.96
S 2.50 -0.78 -1.82
O 1.56 -0.76 -0.74
O 3.22 0.51 -1.84
O 3.36 -1.91 -1.66
O 1.93 -1.01 -3.12
C 0.28 -5.46 -0.02
C 1.24 -6.52 -0.20
O 2.54 -6.08 -0.54
O 0.64 -4.65 1.13
H -0.72 -5.90 0.09
H 0.42 -4.83 -0.90
H 0.81 -7.11 -1.01
H 1.28 -7.24 0.62
H 2.51 -5.13 -0.71
H 0.94 -3.81 0.78
C 0.61 4.90 3.54
C 1.25 3.47 3.19
O 1.16 3.18 1.75
O 1.53 5.90 3.11
H 0.41 4.92 4.62
H -0.30 4.96 2.95
H 0.62 2.66 3.55
H 2.21 3.49 3.71
H 1.15 2.22 1.66
H 1.71 5.77 2.18
C 7.71 -2.91 0.94
C 8.18 -2.40 -0.40
O 7.62 -3.16 -1.51
O 6.38 -2.64 1.29
H 8.45 -2.74 1.73
H 7.84 -4.00 0.91
H 9.25 -2.44 -0.60
H 8.07 -1.32 -0.51
H 6.68 -3.02 -1.49
H 5.92 -2.62 0.45
O 0.25 4.69 -3.05
C -0.84 5.13 -3.22
N -1.70 4.64 -4.11
C -1.29 6.36 -2.47
H -2.68 4.87 -4.09
H -1.37 3.83 -4.62
H -1.44 6.00 -1.45
H -2.13 6.93 -2.88
H -0.55 7.15 -2.41
O 6.38 3.15 1.93
C 7.46 3.31 2.52
N 8.26 4.20 2.03
C 7.87 2.39 3.64
H 7.83 4.79 1.34
H 9.22 4.35 2.33
H 7.81 1.31 3.49
H 7.22 2.58 4.49
H 8.91 2.67 3.85
```


No. 2
Entry from the OMol25 dataset: a structure of composition C26H22CuN4OP (the ωB97M-V functional and the def2-TZVPD basis).

Properties
- maximum force (hartree/bohr) = 0.012
- E_tot (eV) = -89252.0876
- LUMO energy (alpha / beta) (eV) = -2.485 / -4.114
- multiplicity = 2
- energy above the lowest of the compared OMol25 structures with the same formula, charge and spin (kcal per mole) = 0.0
- total charge = +1
- gap between HOMO and LUMO (alpha / beta) (eV) = 7.882 / 6.250
- M (g mol⁻¹) = 501.009

The geometry in XYZ format:
```
55
C26H22CuN4OP the ωB97M-V functional and the def2-TZVPD basis
Cu 0.78 0.13 -0.94
O 1.75 -1.42 -1.14
C 1.45 -2.52 -1.82
C 2.40 -3.55 -1.83
C 2.19 -4.72 -2.52
C 1.01 -4.91 -3.23
C 0.06 -3.91 -3.23
C 0.25 -2.71 -2.54
C -0.80 -1.69 -2.58
N -0.79 -0.48 -2.03
C -1.99 0.13 -2.34
C -2.74 -0.71 -3.08
N -1.98 -1.85 -3.22
H 3.30 -3.38 -1.26
H 2.95 -5.49 -2.51
H 0.83 -5.83 -3.78
H -0.85 -4.08 -3.79
H -2.23 1.12 -1.99
H -3.72 -0.62 -3.51
H -2.25 -2.67 -3.74
N 0.27 2.43 0.85
P 0.24 0.75 1.21
C 1.09 0.64 2.79
C 2.48 0.46 2.76
C 3.21 0.44 3.94
C 2.55 0.59 5.15
C 1.17 0.76 5.19
C 0.44 0.78 4.01
C -1.49 0.37 1.57
C -1.79 -0.87 2.13
C -3.11 -1.23 2.35
C -4.14 -0.36 2.00
C -3.85 0.87 1.43
C -2.53 1.24 1.21
C 0.68 2.93 -0.37
C 0.76 4.30 -0.60
C 1.18 4.73 -1.84
C 1.52 3.81 -2.83
C 1.41 2.48 -2.53
N 1.00 2.04 -1.32
H 0.10 3.10 1.58
H 2.98 0.32 1.81
H 4.28 0.30 3.91
H 3.12 0.57 6.08
H 0.67 0.87 6.14
H -0.64 0.90 4.05
H -0.99 -1.55 2.40
H -3.34 -2.20 2.79
H -5.17 -0.65 2.18
H -4.65 1.54 1.17
H -2.30 2.20 0.77
H 0.49 5.00 0.18
H 1.25 5.80 -2.04
H 1.86 4.13 -3.80
H 1.66 1.72 -3.25
```


No. 3
Entry from the OMol25 dataset: a cluster of 2 separate species, CH3N3O in total (the ωB97M-V functional and the def2-TZVPD basis).

Properties
- SMILES string = N#[N+][O-].C=N
- maximum force (hartree/bohr) = 0.112
- E_tot (eV) = -7599.5935
- LUMO energy (eV) = 1.234
- energy above the lowest of the compared OMol25 structures with the same formula, charge and spin (kcal per mole) = 92.4
- total charge = 0
- gap between HOMO and LUMO (eV) = 10.777
- M (g mol⁻¹) = 73.055

The geometry in XYZ format:
```
8
CH3N3O the ωB97M-V functional and the def2-TZVPD basis
N -1.39 1.55 -0.61
N -1.41 0.45 -0.44
O -1.52 -0.70 -0.26
C 1.01 -0.29 -0.12
N 0.44 -0.63 0.88
H 1.31 0.71 -0.29
H 1.20 -1.03 -0.87
H 0.38 -0.07 1.71
```